C23H20N6O4SYb as an isolated structure, computed with ωB97M-V/def2-TZVPD.

Cartesian coordinates (Å):
Yb 0.546 -0.401 0.871
S 2.804 0.479 1.646
O 2.725 -0.869 1.023
O 2.334 1.427 0.623
O 0.853 -2.088 2.321
O -0.599 -0.512 2.662
N -0.330 0.169 -1.274
N -1.806 3.516 1.795
N -1.014 1.314 -1.491
N 0.772 -2.199 -0.780
N -0.753 1.695 0.804
N 1.773 0.702 2.811
C -3.534 4.721 -1.781
C 4.484 0.725 2.175
C -2.718 3.611 -1.754
C 0.206 -0.433 -2.282
C 1.959 -3.701 -2.803
C -2.393 3.939 0.615
C 5.248 -0.400 2.429
C -3.212 5.064 0.579
C 8.297 1.160 4.037
C 0.476 -1.107 3.001
C 1.401 -2.464 -3.088
C 6.497 -0.249 3.007
C 1.489 -0.317 3.818
C -1.022 2.435 1.838
C 1.903 -4.175 -1.501
C -2.138 3.194 -0.551
C 0.820 -1.731 -2.052
C -1.286 2.027 -0.435
C 6.977 1.008 3.354
C 6.198 2.127 3.062
C 4.948 1.991 2.485
C -3.783 5.445 -0.617
C 1.293 -3.395 -0.523
H 2.319 -5.135 -1.239
H -1.996 4.053 2.632
H 8.189 1.769 4.933
H 4.324 2.843 2.266
H -3.979 5.031 -2.713
H 6.577 3.109 3.303
H -3.393 5.631 1.481
H 2.362 -0.917 4.093
H 1.209 -3.742 0.502
H 1.055 0.168 4.694
H -2.507 3.048 -2.647
H -0.583 2.151 2.791
H 4.860 -1.373 2.168
H 8.711 0.190 4.304
H 7.102 -1.119 3.205
H 8.999 1.665 3.375
H 2.431 -4.286 -3.580
H 1.413 -2.067 -4.093
H -4.432 6.305 -0.652
H 0.180 -0.010 -3.284

Properties
net charge: +1
lowest unoccupied orbital energy (alpha / beta): -3.8 / -3.8 eV
spin multiplicity: 2
gap between HOMO and LUMO (alpha / beta): 7.387 / 7.386 eV

Charges computed using Mulliken, reported in e: number 1, Yb, carries 0.5940; number 2, S, carries 2.0567; number 3, O, carries -0.5878; number 4, O, carries -0.8324; number 5, O, carries -0.4973; number 6, O, carries -0.5556; number 7, N, carries 0.2441; number 8, N, carries 0.1161; number 9, N, carries -1.0202; number 10, N, carries -0.3054; number 11, N, carries -0.0626; number 12, N, carries -0.3839; number 13, C, carries -0.7968; number 14, C, carries 0.2049; number 15, C, carries -0.2354; number 16, C, carries -0.2784; number 17, C, carries -0.2447; number 18, C, carries 0.0612; number 19, C, carries -0.6071; number 20, C, carries -0.9143; number 21, C, carries -1.3941; number 22, C, carries 1.0311; number 23, C, carries -0.8389; number 24, C, carries -0.8681; number 25, C, carries -0.6171; number 26, C, carries -0.3462; number 27, C, carries -0.7593; number 28, C, carries 0.8691; number 29, C, carries 0.8500; number 30, C, carries 0.1031; number 31, C, carries 0.9214; number 32, C, carries -0.7872; number 33, C, carries -0.5267; number 34, C, carries -0.4393; number 35, C, carries -0.0951; number 36, H, carries 0.4085; number 37, H, carries 0.2900; number 38, H, carries 0.3551; number 39, H, carries 0.4707; number 40, H, carries 0.4252; number 41, H, carries 0.4124; number 42, H, carries 0.3854; number 43, H, carries 0.2985; number 44, H, carries 0.5195; number 45, H, carries 0.3411; number 46, H, carries 0.4799; number 47, H, carries 0.4040; number 48, H, carries 0.4820; number 49, H, carries 0.3578; number 50, H, carries 0.3263; number 51, H, carries 0.3279; number 52, H, carries 0.4413; number 53, H, carries 0.3907; number 54, H, carries 0.4191; number 55, H, carries 0.4066